Record 1
Here is C14H25I2OP2Pm as an isolated structure from the OMol25 dataset. Energies are from ωB97M-V/def2-TZVPD.

Computed properties:
frontier orbital gap (alpha / beta)	4.5 / 4.5	eV
charge	+2
multiplicity	5

Positions of all 45 atoms, in Å:
1 I 2.5969 1.8862 0.8782
2 I 2.1569 -2.5734 -1.3948
3 Pm 0.9329 -0.2305 -0.2235
4 P 0.5110 -1.4298 2.3287
5 C -0.1550 -3.1436 2.3577
6 C 2.2890 -1.7193 2.6796
7 H 2.3630 -2.2327 3.6441
8 H 0.1191 -1.4765 4.7323
9 H 2.8080 -0.7536 2.7253
10 H 0.3156 0.2017 4.1029
11 H 0.2747 -3.7299 1.5365
12 H 2.7458 -2.3344 1.8923
13 C -0.1343 -0.7854 3.9117
14 H 0.0955 -3.6121 3.3210
15 H -1.2286 -0.6596 3.8647
16 H -1.2456 -3.1276 2.2293
17 P -0.2302 1.4841 -2.1982
18 C -1.1519 0.9074 -3.6588
19 C -1.0836 3.0883 -1.8765
20 H 1.9783 2.5509 -2.2464
21 H 1.0793 2.7672 -3.8032
22 H 1.8768 1.1959 -3.4326
23 C 1.3410 2.0590 -2.9999
24 H -0.5042 3.6582 -1.1323
25 H -1.1507 3.6649 -2.8165
26 H -1.1499 1.6920 -4.4281
27 H -2.1820 0.6629 -3.3798
28 H -2.0957 2.9133 -1.4777
29 H -0.6791 0.0034 -4.0584
30 C -1.1710 -1.2942 -1.0180
31 O -2.1754 -1.7689 -1.3199
32 C -2.0976 0.8404 1.1022
33 C -3.5067 0.9233 1.0423
34 C -4.3847 0.5968 2.1452
35 C -5.7650 0.6976 2.0331
36 C -6.3468 1.0890 0.8247
37 C -5.5321 1.4038 -0.2661
38 C -4.1540 1.3246 -0.1652
39 H -1.4772 1.7024 0.8555
40 H -1.6316 -0.0104 1.6411
41 H -3.9285 0.2795 3.0901
42 H -6.4069 0.4662 2.8860
43 H -7.4219 1.1787 0.7330
44 H -5.9853 1.6986 -1.2093
45 H -3.5276 1.5301 -1.0338

Forces on the atoms, in the same order (eV/Å):
I -0.4 0.0 0.0
I -0.4 0.3 0.1
Pm 2.4 0.3 0.1
P 0.1 -1.3 0.9
C -0.1 0.1 -0.2
C 0.0 0.3 -0.1
H 0.1 0.0 -0.2
H -0.1 0.3 -0.3
H 0.0 -0.3 0.1
H -0.1 -0.3 0.1
H 0.0 0.1 0.2
H -0.1 0.1 0.2
C 0.0 0.5 0.0
H -0.1 0.1 -0.3
H 0.3 -0.1 0.1
H 0.2 -0.1 0.1
P 0.0 1.4 -1.3
C -0.1 -0.4 0.0
C 0.2 -0.1 0.4
H -0.2 -0.2 -0.4
H 0.1 -0.3 0.3
H -0.2 0.4 0.2
C 0.0 -0.2 0.3
H -0.2 -0.1 -0.3
H 0.0 -0.3 0.4
H 0.0 -0.2 0.2
H 0.1 0.0 -0.2
H 0.4 0.2 -0.2
H -0.1 0.1 0.0
C -4.4 -2.3 -1.1
O 3.3 1.5 0.8
C -1.9 -0.2 1.5
C 0.3 -0.2 -0.1
C 0.0 -1.1 0.3
C 0.7 -0.1 0.5
C 0.4 0.2 0.0
C 0.6 -0.1 -0.5
C -0.3 1.1 -0.5
H 0.1 -0.4 -1.2
H -0.3 0.9 0.2
H -0.3 0.2 -0.3
H 0.3 0.1 -0.2
H 0.0 -0.1 0.0
H 0.1 -0.1 0.2
H -0.3 0.0 0.2

=====

Record 2
Here is C14H25N2O2SSeSiV as an isolated structure from the OMol25 dataset. Energies are from ωB97M-V/def2-TZVPD.

Computed properties:
frontier orbital gap (alpha / beta)	5.9 / 5.4	eV
charge	-1
multiplicity	2

Positions of all 47 atoms, in Å:
1 V 0.1346 1.1233 -0.7994
2 O 3.8725 1.1509 0.2029
3 C 2.9181 0.7532 -0.4826
4 O 1.7165 1.1692 -0.3376
5 C 3.1198 -0.2729 -1.5479
6 C 4.4513 -0.6395 -1.7809
7 C 4.8020 -1.5558 -2.7471
8 C 3.8122 -2.1306 -3.5370
9 C 2.4955 -1.7746 -3.3366
10 C 2.1159 -0.8662 -2.3439
11 S 0.3868 -0.6437 -2.1854
12 H 5.2037 -0.1774 -1.1556
13 H 5.8403 -1.8225 -2.8914
14 H 4.0618 -2.8624 -4.2947
15 H 1.7076 -2.1963 -3.9451
16 N 0.7067 -1.0407 1.1609
17 C 0.1061 -1.7658 2.2705
18 C -0.2936 -0.7999 3.3890
19 C -1.7202 -0.2665 3.2681
20 C -2.0231 0.4628 1.9561
21 N -2.4078 -0.4789 0.9060
22 H 0.9266 -1.6742 0.3957
23 H 1.5790 -0.6053 1.4606
24 H 0.7911 -2.5278 2.6852
25 H -0.7854 -2.2771 1.9007
26 H 0.4024 0.0432 3.3770
27 H -0.1996 -1.3069 4.3555
28 H -1.8929 0.4241 4.0981
29 H -2.4303 -1.0906 3.3590
30 H -1.1483 1.0809 1.6737
31 H -2.8675 1.1389 2.1202
32 H -1.5735 -0.7646 0.3854
33 H -3.0147 -0.0033 0.2418
34 C -2.4486 4.7478 -3.3486
35 Si -1.1605 3.4291 -2.8543
36 C 0.5587 4.1564 -2.4301
37 C -1.0075 2.1494 -4.2678
38 Se -1.8884 2.3825 -0.9730
39 H -2.1552 5.2478 -4.2640
40 H -2.5725 5.4925 -2.5712
41 H -3.4117 4.2754 -3.5112
42 H 1.0206 4.6980 -3.2505
43 H 1.2248 3.3378 -2.1380
44 H 0.4774 4.8285 -1.5787
45 H -0.7379 2.6008 -5.2186
46 H -1.9529 1.6268 -4.3943
47 H -0.2558 1.4013 -4.0143

Forces on the atoms, in the same order (eV/Å):
V -5.9 -0.3 -0.6
O -0.9 -0.2 -0.4
C 2.1 -0.2 0.3
O 5.7 0.9 2.1
C 0.2 -0.1 -0.4
C 0.1 -0.1 0.1
C 0.3 0.0 0.1
C -0.4 0.0 0.0
C 0.4 -0.4 -0.2
C -0.4 0.4 0.2
S 0.1 -1.1 -0.9
H 0.0 0.0 0.0
H 0.1 0.0 0.0
H 0.0 0.0 -0.1
H 0.0 -0.1 0.0
N 0.1 0.2 -0.3
C 0.2 -0.2 0.4
C -0.3 -0.2 -0.1
C 0.2 0.3 -0.1
C 0.1 0.0 0.3
N 0.1 0.0 -0.4
H 0.0 0.2 0.0
H -0.2 -0.1 -0.1
H -0.2 0.1 -0.1
H 0.1 -0.1 0.0
H 0.1 0.0 0.1
H 0.1 0.1 0.0
H 0.0 0.0 0.1
H -0.1 0.0 0.1
H -0.4 -0.1 0.1
H 0.1 0.0 0.0
H -0.3 0.0 0.1
H 0.3 -0.1 0.0
C 0.6 -0.4 0.1
Si -0.1 -0.3 -0.1
C -0.6 -0.2 -0.2
C 0.1 0.5 0.5
Se -1.1 1.0 -0.2
H 0.1 0.2 -0.3
H 0.0 0.2 0.2
H -0.2 -0.2 0.0
H 0.1 0.0 -0.2
H 0.0 0.0 0.0
H 0.0 0.0 0.1
H 0.1 0.2 -0.2
H -0.1 0.0 0.0
H 0.0 0.0 0.0

=====

Record 3
Here is one molecule with the formula C14H25N3O2S from the OMol25 dataset. Energies are from ωB97M-V/def2-TZVPD.

Computed properties:
frontier orbital gap	8.4	eV
energy above the lowest of the compared OMol25 structures with the same formula, charge and spin	36.8	kcal/mol
multiplicity	1
structure (SMILES)	C=CCn1c(CC[C@H](O)COCCCCC)n[nH]c1=S

Positions of all 45 atoms, in Å:
1 C 2.2450 3.1334 -2.2754
2 C 1.7869 2.1091 -2.9684
3 C 1.2664 0.8209 -2.3989
4 N 1.2963 0.7725 -0.9637
5 C 0.4648 1.3906 -0.0671
6 C -0.7413 2.1650 -0.4520
7 C -2.0288 1.3679 -0.2036
8 C -2.0471 0.0165 -0.9169
9 O -1.9347 0.2361 -2.3115
10 C -3.3614 -0.7241 -0.6009
11 O -3.5781 -0.9287 0.7718
12 C -3.3255 -2.2255 1.2706
13 C -1.8508 -2.5657 1.5040
14 C -1.2040 -1.6415 2.5318
15 C 0.2396 -2.0331 2.8348
16 C 0.8497 -1.1167 3.8890
17 N 0.8472 1.1677 1.1512
18 N 1.9565 0.3943 1.0516
19 C 2.2688 0.1237 -0.2391
20 S 3.4946 -0.8045 -0.8113
21 H 2.6104 4.0219 -2.7593
22 H 2.2857 3.1338 -1.1983
23 H 1.7657 2.1375 -4.0489
24 H 0.2411 0.6510 -2.7452
25 H 1.8986 -0.0048 -2.7497
26 H -0.6777 2.4354 -1.5051
27 H -0.7775 3.0752 0.1477
28 H -2.1561 1.1835 0.8626
29 H -2.8750 1.9562 -0.5596
30 H -1.1951 -0.5905 -0.5716
31 H -2.1581 -0.5760 -2.7793
32 H -3.3833 -1.6803 -1.1453
33 H -4.1903 -0.1026 -0.9636
34 H -3.7737 -2.9754 0.6011
35 H -3.8561 -2.2546 2.2264
36 H -1.8034 -3.5981 1.8580
37 H -1.3010 -2.5172 0.5614
38 H -1.7870 -1.6754 3.4548
39 H -1.2285 -0.6142 2.1635
40 H 0.2700 -3.0663 3.1888
41 H 0.8287 -1.9864 1.9158
42 H 0.7762 -0.0775 3.5756
43 H 0.3191 -1.2221 4.8327
44 H 1.8951 -1.3665 4.0593
45 H 2.4466 0.0765 1.8706

Forces on the atoms, in the same order (eV/Å):
C 0.0 0.1 0.0
C -0.1 -0.2 0.1
C 0.0 0.0 -0.5
N 0.3 -0.2 0.7
C 0.1 0.1 0.3
C -0.3 -0.1 0.1
C 0.2 -0.3 -0.3
C -0.3 -0.1 0.7
O -0.2 0.1 -0.3
C 0.1 0.1 -0.2
O 0.2 0.2 0.0
C 0.1 -0.4 0.1
C -0.4 0.5 0.1
C 0.2 -0.3 -0.3
C -0.2 0.2 0.1
C 0.0 -0.2 -0.2
N -0.6 0.5 0.4
N -0.2 0.1 -1.0
C 0.0 -0.1 0.3
S 0.7 -0.4 -0.2
H 0.1 0.1 -0.2
H 0.0 -0.1 0.2
H 0.0 0.1 -0.1
H 0.2 0.0 0.1
H -0.2 0.1 0.1
H 0.1 0.1 0.0
H 0.1 0.0 -0.1
H 0.0 0.0 0.0
H -0.1 0.0 0.0
H -0.1 0.0 0.0
H 0.0 0.0 0.0
H 0.0 0.0 0.0
H 0.1 -0.1 -0.1
H 0.0 0.1 0.1
H 0.0 -0.1 -0.1
H 0.0 -0.1 0.0
H 0.0 -0.1 -0.1
H -0.1 0.1 0.1
H 0.0 0.1 0.1
H 0.0 -0.1 -0.1
H 0.0 -0.1 -0.1
H 0.0 0.2 0.0
H 0.0 0.0 0.1
H 0.1 0.0 0.1
H 0.0 0.0 -0.1

=====

Record 4
Here is one molecule with the formula C14H25N3O3 from the OMol25 dataset. Energies are from ωB97M-V/def2-TZVPD.

Computed properties:
frontier orbital gap	9.5	eV
energy above the lowest of the compared OMol25 structures with the same formula, charge and spin	18.8	kcal/mol
multiplicity	1
structure (SMILES)	CCCCC[C@H]1C[C@@H](CC/C(C)=N/NC(N)=O)C(=O)O1

Positions of all 45 atoms, in Å:
1 C -2.1742 -5.4967 3.1892
2 C -1.2344 -4.3219 2.9460
3 C -1.9778 -2.9889 3.0091
4 C -1.1019 -1.7856 2.6607
5 C -0.0101 -1.5294 3.6994
6 C 0.7275 -0.2010 3.4937
7 C 1.4893 -0.0927 2.1554
8 C 0.8968 1.1317 1.4588
9 C 0.2905 0.8691 0.0791
10 C 1.3659 0.6044 -0.9803
11 C 0.7428 0.3119 -2.3128
12 C 0.0427 -1.0081 -2.4927
13 N 0.8347 1.2195 -3.1969
14 N 0.2932 1.0842 -4.4213
15 C 0.4176 2.0737 -5.3810
16 N 1.1457 3.1366 -4.9731
17 O -0.0815 1.9395 -6.4759
18 C -0.1905 1.6132 2.4174
19 O -0.9395 2.5278 2.2311
20 O -0.2087 0.8729 3.5249
21 H -1.6310 -6.4377 3.1458
22 H -2.9607 -5.5194 2.4380
23 H -2.6402 -5.4142 4.1685
24 H -0.7683 -4.4301 1.9634
25 H -0.4416 -4.3398 3.6957
26 H -2.8139 -3.0225 2.3063
27 H -2.3953 -2.8548 4.0091
28 H -1.7366 -0.8989 2.6006
29 H -0.6569 -1.9513 1.6769
30 H -0.4698 -1.5053 4.6889
31 H 0.7320 -2.3287 3.6862
32 H 1.4058 -0.0461 4.3426
33 H 2.5574 0.0198 2.3328
34 H 1.3399 -0.9939 1.5634
35 H 1.6291 1.9395 1.3681
36 H -0.2920 1.7455 -0.2106
37 H -0.3930 0.0198 0.1397
38 H 2.0042 1.4829 -1.0758
39 H 1.9831 -0.2443 -0.6757
40 H 0.4368 -1.5316 -3.3649
41 H 0.1829 -1.6401 -1.6212
42 H -1.0268 -0.8562 -2.6449
43 H -0.2271 0.2562 -4.6953
44 H 1.4319 3.1776 -4.0101
45 H 1.2043 3.9438 -5.5653

Forces on the atoms, in the same order (eV/Å):
C 0.2 0.1 0.0
C -0.3 0.0 0.1
C 0.3 0.0 -0.2
C -0.1 0.0 0.3
C -0.1 0.4 -0.2
C 0.4 -0.6 0.2
C 0.0 0.1 0.1
C -0.2 -0.1 0.0
C 0.3 0.2 0.0
C -0.3 0.1 0.1
C 0.1 -0.2 0.0
C 0.0 0.3 -0.2
N 0.4 0.5 0.3
N -0.5 -0.9 0.0
C 0.2 0.1 0.1
N 0.2 0.2 0.2
O -0.2 -0.1 -0.3
C 0.2 0.4 -0.6
O -0.1 0.0 0.1
O -0.3 0.0 0.5
H 0.0 -0.1 0.0
H -0.1 0.0 -0.1
H -0.1 0.0 0.1
H 0.1 0.0 0.0
H 0.1 0.0 0.0
H -0.1 0.0 0.0
H -0.1 0.0 0.0
H 0.0 0.0 -0.1
H 0.0 0.1 -0.1
H 0.0 -0.1 0.1
H 0.1 0.0 0.1
H -0.1 0.0 -0.2
H 0.0 -0.1 0.0
H 0.0 -0.1 -0.1
H -0.1 0.0 0.0
H 0.0 0.0 0.0
H -0.1 0.0 0.0
H 0.0 0.0 0.0
H 0.1 0.0 0.0
H 0.0 -0.1 -0.1
H 0.0 -0.1 0.1
H -0.1 -0.1 0.0
H 0.1 0.2 0.0
H 0.0 0.1 0.0
H -0.1 -0.1 0.0

=====

Here are the calculated DFT total energy numbers, same order: -68290.140 -131749.124 -34323.793 -25537.546 (eV).
Here are the calculated maximum force numbers, same order: 5.070 6.162 1.014 1.010 (eV Å⁻¹).